{
  "formula": "C34H39N3O14",
  "method": "the ωB97M-V functional and the def2-TZVPD basis",
  "mol_weight_g_mol": 713.69,
  "orbital_gap_ev": 9.3,
  "charge": 0,
  "e_above_lowest_ev": 2.702,
  "total_energy_ev": -69014.6161,
  "smiles": "O=[N+]([O-])c1ccccc1.O=[N+]([O-])c1ccccc1.O=[N+]([O-])c1ccccc1.O=C1CCCO1.O=C1CCCO1.O=C1CCCO1.O=C1CCCO1",
  "symbols": ["O", "N", "O", "C", "C", "C", "C", "C", "C", "H", "H", "H", "H", "H", "O", "N", "O", "C", "C", "C", "C", "C", "C", "H", "H", "H", "H", "H", "O", "N", "O", "C", "C", "C", "C", "C", "C", "H", "H", "H", "H", "H", "O", "C", "C", "C", "C", "O", "H", "H", "H", "H", "H", "H", "O", "C", "C", "C", "C", "O", "H", "H", "H", "H", "H", "H", "O", "C", "C", "C", "C", "O", "H", "H", "H", "H", "H", "H", "O", "C", "C", "C", "C", "O", "H", "H", "H", "H", "H", "H"],
  "xyz": [[-2.9441, -3.6741, -1.5857], [-2.6322, -3.9615, -2.7390], [-3.2434, -4.8018, -3.3438], [-1.3055, -3.5546, -3.3229], [-0.5528, -2.5295, -2.6798], [0.7577, -2.2312, -3.1099], [1.3758, -3.0054, -4.0472], [0.6924, -4.1402, -4.5973], [-0.6829, -4.3154, -4.3789], [-0.9369, -1.9959, -1.8230], [1.1565, -1.2901, -2.7611], [2.3867, -2.7697, -4.3456], [1.1991, -4.7024, -5.3678], [-1.0566, -5.2186, -4.8382], [-2.8187, 3.2604, 3.3312], [-2.7203, 2.0679, 3.5623], [-3.2722, 1.1916, 2.8811], [-1.8781, 1.5922, 4.6668], [-1.9600, 2.4028, 5.8758], [-1.2235, 1.9916, 6.9416], [-0.4546, 0.8527, 6.8795], [-0.2923, 0.0508, 5.7421], [-1.1445, 0.4171, 4.6317], [-2.6636, 3.2161, 5.9751], [-1.2398, 2.5622, 7.8584], [0.1390, 0.5492, 7.7292], [0.3318, -0.8303, 5.7161], [-1.1659, -0.1306, 3.7011], [2.0051, 2.1556, -0.8247], [1.3088, 1.7524, -1.7420], [1.7062, 1.7083, -2.9007], [-0.0827, 1.1659, -1.4730], [-0.9930, 0.9178, -2.5684], [-2.2230, 0.4182, -2.1630], [-2.5495, 0.0951, -0.8242], [-1.5722, 0.3638, 0.1447], [-0.4026, 0.9842, -0.1012], [-0.7253, 1.2927, -3.5452], [-2.8873, 0.1939, -2.9844], [-3.5412, -0.2725, -0.6057], [-1.7233, 0.1907, 1.2000], [0.2728, 1.3394, 0.6630], [-0.9546, 5.8207, 4.0705], [0.0881, 5.3110, 3.7262], [0.4133, 3.8583, 3.4416], [1.8020, 3.9084, 2.9397], [2.4353, 5.2181, 3.5054], [1.3449, 6.0507, 3.6631], [0.2673, 3.2652, 4.3444], [-0.2485, 3.2869, 2.7907], [2.4915, 3.1140, 3.2257], [1.7313, 3.9695, 1.8538], [3.0092, 5.0036, 4.4069], [3.0285, 5.6787, 2.7154], [7.1534, 1.9134, -3.5590], [6.2561, 1.9022, -2.6703], [5.5637, 0.6036, -2.1067], [5.4237, 0.9647, -0.5992], [5.2312, 2.4964, -0.6358], [5.9118, 2.9094, -1.7890], [4.5995, 0.2706, -2.4909], [6.3162, -0.1417, -2.3642], [4.6734, 0.4116, -0.0341], [6.3188, 0.8608, 0.0139], [4.2022, 2.8126, -0.8072], [5.5593, 3.0627, 0.2358], [-1.1275, 1.7744, -6.2569], [-1.4075, 0.6831, -6.6845], [-0.9770, -0.6309, -6.0800], [-1.9991, -1.5817, -6.6630], [-2.5950, -0.8733, -7.9031], [-2.1026, 0.4492, -7.7609], [0.0388, -0.7203, -6.4651], [-0.8738, -0.7940, -5.0072], [-1.4548, -2.5022, -6.8743], [-2.7904, -1.7302, -5.9283], [-2.3182, -1.3361, -8.8503], [-3.6743, -0.7428, -7.9815], [-2.8108, -2.1238, 2.4865], [-2.4486, -3.0006, 3.2516], [-1.1909, -3.2071, 4.0610], [-1.5607, -4.3827, 4.9047], [-2.6990, -5.0845, 4.1868], [-3.1921, -4.0389, 3.3046], [-0.3780, -3.2122, 3.3349], [-0.9754, -2.3213, 4.6585], [-0.7924, -5.0376, 5.3157], [-1.9864, -4.1729, 5.8859], [-2.2381, -5.8294, 3.5381], [-3.5081, -5.4440, 4.8226]],
  "atomic_forces_ev_per_a": [[0.9, 1.2, -0.9], [0.6, -1.2, 1.4], [-0.5, -0.2, -1.5], [1.7, 0.8, 0.2], [-0.5, -1.3, -0.8], [-1.6, 0.4, 0.2], [-0.4, -1.5, -0.6], [-0.4, 2.3, 0.0], [0.9, -0.1, 1.7], [-0.4, 0.0, -0.1], [0.5, -0.2, 0.2], [0.1, -0.1, -0.1], [-0.1, -0.3, 0.1], [-0.9, 0.3, 0.1], [0.3, -0.6, 0.7], [-0.7, -1.2, -1.7], [0.7, 0.8, 0.9], [-0.4, 1.4, 2.8], [-0.2, -1.3, -2.2], [-0.1, 0.3, 0.5], [1.8, -1.7, -0.4], [-2.7, 1.8, -0.8], [1.1, 0.3, 0.2], [0.2, 0.2, -0.4], [-0.1, 0.0, 0.1], [0.0, 0.2, 0.3], [0.0, 0.1, 0.0], [0.0, -0.3, 0.0], [-0.9, -0.2, 0.1], [-0.2, -0.6, -1.0], [-0.5, 0.0, 0.6], [0.0, 0.8, -0.1], [1.8, 0.9, 3.2], [-0.2, -0.6, -0.1], [1.3, 0.7, -1.2], [-2.0, -0.5, 1.4], [1.6, 0.5, -3.1], [-0.1, -0.4, -0.3], [-0.6, 0.1, 0.2], [0.2, -0.2, 0.3], [-0.8, -0.3, 0.0], [0.1, -0.3, 0.0], [2.2, -0.7, -0.9], [-0.3, 1.3, 0.9], [-0.5, -0.7, 0.6], [2.0, 0.1, -0.4], [-0.4, -1.4, -1.9], [-3.4, 0.3, 1.1], [0.3, 0.4, 0.6], [-0.3, 0.9, -0.4], [-0.4, -0.5, -0.2], [0.4, 0.0, -0.1], [-0.1, 0.4, 0.2], [0.5, -0.1, 0.4], [-4.0, 0.8, 3.5], [1.8, -1.1, -0.7], [1.2, 0.5, 0.5], [0.3, 0.5, 0.3], [-1.8, -0.5, -0.3], [2.3, 0.6, -2.4], [0.1, 0.6, -0.4], [-0.3, -0.4, 0.4], [-0.3, 0.2, -0.4], [0.5, -0.5, -0.5], [-0.2, -0.4, 0.2], [0.6, -0.3, -0.1], [-0.2, 0.0, -0.6], [1.0, 0.5, 2.8], [0.0, 0.0, -0.4], [-0.1, -0.8, -0.1], [0.3, -0.3, 0.4], [-0.7, 1.2, -2.1], [0.1, -0.5, -0.3], [-0.2, 0.8, 0.0], [-0.7, -0.3, -0.2], [0.1, -0.4, 0.0], [0.6, 0.3, 0.0], [-0.1, -0.5, 0.6], [1.4, 0.3, 1.1], [0.1, 2.5, -2.1], [-0.1, 1.6, 0.2], [-0.1, -1.3, 2.3], [1.1, 0.5, -1.3], [-2.2, -3.4, 1.1], [0.2, -0.8, 0.1], [-0.2, 0.0, 0.0], [0.5, -0.3, -1.1], [-0.1, 1.4, 0.0], [-0.7, -0.5, 0.0], [0.2, 0.0, -0.3]],
  "mulliken_charge": [-0.582, 1.011, -0.591, -0.189, -0.290, -0.315, -0.384, -0.589, -0.404, 0.644, 0.368, 0.441, 0.386, 0.469, -0.552, 1.093, -0.601, 0.081, -0.378, -0.658, -0.436, -0.863, 0.142, 0.435, 0.413, 0.344, 0.582, 0.459, -0.619, 0.995, -0.606, 0.353, -0.858, -0.396, -1.017, 0.338, -0.600, 0.673, 0.437, 0.534, 0.157, 0.554, -0.525, 0.409, 0.720, -0.464, -0.448, -0.381, -0.331, -0.070, 0.397, 0.111, 0.259, 0.335, -0.591, 0.556, -0.383, -0.494, -0.026, -0.387, 0.148, 0.263, 0.326, 0.293, 0.032, 0.300, -0.591, 0.423, 0.737, -0.416, -0.460, -0.362, 0.217, -0.565, 0.293, 0.231, 0.253, 0.247, -0.577, 0.538, 0.511, -0.837, -0.431, -0.378, 0.345, -0.516, 0.439, 0.289, 0.239, 0.344]
}